Formula: C29H43N7O2RbS2SbSi3
Source: the Open Molecules 2025 dataset
Level of theory: ωB97M-V/def2-TZVPD

```
88
Properties=species:S:1:pos:R:3:forces:R:3:mulliken_charge:R:1
Rb 0.520 -0.281 0.880 2.17 1.28 0.62 1.371
N -5.016 -3.195 5.586 -0.02 0.11 0.04 -0.569
C -4.328 -2.914 4.415 0.10 0.03 -0.10 1.149
C -2.934 -2.918 4.387 -0.10 -0.02 0.07 -0.948
C -2.258 -2.602 3.221 0.06 0.13 0.03 -0.388
C -2.962 -2.261 2.078 0.25 0.01 -0.26 -0.516
C -4.350 -2.263 2.090 -0.01 -0.01 -0.03 -0.378
C -5.028 -2.581 3.248 -0.01 -0.01 0.03 -0.897
S -2.067 -1.998 0.557 -0.32 0.04 -0.38 1.338
O -0.703 -2.435 0.847 -0.47 -0.98 0.08 -0.900
O -2.742 -2.746 -0.473 -0.20 0.06 0.05 -0.740
N -1.898 -0.466 0.132 -0.83 -0.70 0.02 -0.139
C -2.510 0.610 0.627 -0.61 0.43 0.14 0.128
N -1.867 1.796 0.417 0.06 -0.31 0.02 0.082
C -2.465 2.890 0.860 0.01 0.09 -0.04 -0.185
C -3.687 2.891 1.514 0.03 -0.02 -0.01 -0.866
C -4.257 1.640 1.693 0.03 -0.03 0.02 -0.281
N -3.698 0.520 1.275 0.02 -0.04 -0.14 -0.371
H -4.517 -3.723 6.280 0.01 -0.05 0.01 0.228
H -5.975 -3.476 5.478 -0.02 -0.05 0.01 0.223
H -2.382 -3.187 5.281 0.02 0.01 -0.01 0.303
H -1.176 -2.632 3.191 -0.02 -0.03 0.00 0.704
H -4.882 -2.012 1.185 -0.06 -0.01 0.01 0.437
H -6.112 -2.580 3.267 0.00 0.01 -0.04 0.278
H -1.933 3.821 0.677 -0.02 0.01 0.02 0.424
H -4.157 3.798 1.861 0.00 0.00 -0.02 0.397
H -5.218 1.525 2.190 0.03 0.05 0.03 0.452
N 3.212 0.426 5.198 0.13 -0.06 -0.06 0.044
C 1.989 0.358 5.831 -0.35 0.05 -0.17 0.379
C 1.604 0.450 7.163 0.09 -0.03 0.03 -1.241
C 0.249 0.372 7.424 0.05 0.01 0.06 -0.391
C -0.691 0.202 6.397 -0.09 -0.02 -0.06 -0.762
C -0.308 0.113 5.074 0.07 -0.02 -0.02 -0.476
C 1.055 0.202 4.791 0.22 0.02 0.35 0.493
N 1.711 0.176 3.578 -0.01 -0.05 -0.22 -0.024
C 2.979 0.309 3.852 -0.36 0.07 0.21 0.146
C 4.026 0.390 2.843 0.53 0.07 -0.06 -0.030
C 5.361 0.578 3.070 -0.01 -0.02 -0.07 -0.493
S 6.208 0.663 1.588 -0.27 -0.04 -0.06 -0.152
C 4.712 0.440 0.754 0.38 0.05 0.10 -0.167
N 3.682 0.313 1.517 -0.42 -0.06 -0.06 0.082
H 4.104 0.517 5.648 0.04 0.02 -0.01 0.207
H 2.328 0.577 7.958 -0.04 0.01 0.01 0.384
H -0.096 0.450 8.446 0.00 -0.02 -0.01 0.374
H -1.741 0.141 6.651 0.00 0.00 0.00 0.455
H -1.031 -0.026 4.280 -0.03 0.03 0.03 0.539
H 5.889 0.672 4.004 -0.05 0.00 0.01 0.322
H 4.669 0.419 -0.327 0.00 -0.01 0.02 0.401
C 3.788 2.498 -3.267 -0.22 -0.20 0.04 -1.164
Si 3.098 0.834 -3.875 0.62 0.10 0.01 0.735
C 4.334 -0.530 -3.388 -0.27 0.11 0.03 -1.100
C 3.163 0.924 -5.768 -0.41 -0.08 0.22 -1.063
Sb 0.965 0.388 -2.490 0.09 0.14 -0.85 -1.229
Si 0.199 -1.742 -3.721 0.10 -0.41 -0.29 0.671
C 1.067 -3.128 -2.773 -0.19 0.18 -0.03 -0.971
C -1.661 -1.981 -3.686 0.14 0.16 0.13 -0.714
C 0.767 -1.799 -5.534 -0.02 0.16 0.30 -1.068
Si -0.547 2.151 -3.578 -0.26 0.39 -0.15 0.588
C -0.284 2.357 -5.446 0.07 -0.17 0.29 -1.055
C -0.141 3.804 -2.752 0.00 -0.26 0.02 -0.955
C -2.346 1.702 -3.244 0.23 -0.09 0.05 -0.743
H 4.834 2.625 -3.554 0.01 -0.05 -0.05 0.408
H 3.717 2.591 -2.180 0.01 0.01 -0.01 0.315
H 3.221 3.324 -3.704 0.00 0.00 0.02 0.271
H 5.367 -0.216 -3.557 -0.01 0.05 -0.05 0.407
H 4.157 -1.429 -3.984 -0.01 -0.01 0.02 0.316
H 4.228 -0.812 -2.337 0.02 -0.01 -0.01 0.248
H 4.188 1.126 -6.089 0.05 0.01 0.11 0.388
H 2.527 1.721 -6.157 0.03 -0.02 -0.01 0.255
H 2.843 -0.010 -6.231 0.03 0.05 0.00 0.284
H 0.624 -3.218 -1.777 0.03 -0.01 0.01 0.197
H 2.135 -2.925 -2.659 0.00 0.01 -0.01 0.258
H 0.958 -4.092 -3.276 -0.04 0.01 -0.04 0.372
H -2.043 -1.932 -2.666 -0.05 0.01 0.06 0.080
H -1.924 -2.964 -4.084 0.09 -0.02 -0.04 0.369
H -2.178 -1.227 -4.283 0.04 -0.02 -0.03 0.224
H 1.851 -1.908 -5.606 -0.01 -0.02 0.01 0.263
H 0.485 -0.889 -6.068 0.00 -0.02 -0.01 0.214
H 0.307 -2.646 -6.048 -0.02 -0.04 0.06 0.431
H 0.671 2.845 -5.650 -0.02 0.00 0.00 0.231
H -1.076 2.967 -5.887 -0.03 0.02 0.07 0.407
H -0.281 1.390 -5.953 -0.01 0.02 -0.02 0.234
H 0.899 4.090 -2.926 0.00 -0.01 0.01 0.255
H -0.295 3.728 -1.672 0.00 -0.01 -0.01 0.155
H -0.779 4.606 -3.131 -0.03 -0.03 -0.05 0.377
H -2.679 0.896 -3.900 0.00 0.02 0.02 0.311
H -3.007 2.558 -3.398 0.06 0.05 -0.04 0.407
H -2.461 1.363 -2.212 -0.01 0.00 -0.01 -0.032
```
Forces are in eV/Å.

Properties
Relative energy (zero: lowest compared OMol25 entry of this formula, charge and spin), kJ/mol: 90.1
Orbital gap, eV: 7.59
Calculated total energy, hartree: -3593.9867
Max |F|, eV/Å: 2.59


Formula: C6H11NO
Source: the Open Molecules 2025 dataset
Level of theory: ωB97M-V/def2-TZVPD

```
19
Properties=species:S:1:pos:R:3:forces:R:3:mulliken_charge:R:1
C 1.418 -1.316 -0.338 0.25 0.11 -0.34 -1.509
C 0.563 -0.131 0.025 0.55 1.55 -0.39 0.754
C 1.048 1.161 0.160 1.17 -1.44 1.02 -0.555
N 2.278 1.613 -0.287 0.48 -0.22 0.07 -0.473
C -0.868 -0.200 0.080 -0.76 1.68 0.17 0.708
C -1.628 -1.490 0.246 -0.20 0.05 0.58 -1.434
C -1.475 1.029 -0.083 -0.68 -1.60 -1.09 -0.682
O -2.850 1.152 0.005 -0.94 -0.03 0.82 -0.527
H 2.131 -1.095 -1.140 0.00 0.05 0.06 0.420
H 1.995 -1.643 0.532 0.00 -0.05 -0.08 0.274
H 0.845 -2.171 -0.705 -0.10 0.17 0.15 0.352
H 0.623 1.885 0.846 -0.66 -0.17 -0.47 0.440
H 2.932 0.907 -0.599 -0.12 0.14 -0.09 0.211
H 2.728 2.312 0.292 -0.12 -0.17 -0.14 0.240
H -1.991 -1.845 -0.724 0.04 0.04 0.08 0.306
H -1.024 -2.280 0.698 0.09 0.13 -0.13 0.379
H -2.501 -1.373 0.898 0.09 0.13 -0.24 0.351
H -1.135 1.842 -0.711 0.84 -0.17 0.34 0.442
H -3.089 1.643 0.807 0.06 -0.21 -0.31 0.303
```
Forces are in eV/Å.

Properties
Relative energy (zero: lowest compared OMol25 entry of this formula, charge and spin), kJ/mol: 232.0
Orbital gap, eV: 7.87
Calculated total energy, hartree: -365.1431
Max |F|, eV/Å: 2.11


Formula: C2H2N3OS
Source: the Open Molecules 2025 dataset
Level of theory: ωB97M-V/def2-TZVPD

```
9
Properties=species:S:1:pos:R:3:forces:R:3:mulliken_charge:R:1
C 0.840 0.419 0.914 -0.07 -0.06 1.74 0.646
C -0.772 1.222 -0.712 -1.03 1.82 -0.74 0.449
N 1.309 0.221 1.960 0.29 0.15 -0.12 -0.548
N 0.454 -2.124 -0.233 0.91 1.50 -1.55 -0.524
N 0.246 0.488 -0.221 1.45 -1.99 -0.93 -0.469
O -1.606 0.830 -1.491 -0.10 -0.35 0.21 -0.579
S -0.429 2.895 -0.206 -0.06 -1.11 -0.04 -0.400
H -0.418 -2.062 -0.744 -0.61 -0.06 0.52 0.223
H 0.377 -1.887 0.732 -0.79 0.10 0.91 0.202
```
Forces are in eV/Å.

Properties
Relative energy (zero: lowest compared OMol25 entry of this formula, charge and spin), kJ/mol: 402.2
Orbital gap (spin up / spin down), eV: 4.89 / 4.88
Calculated total energy, hartree: -715.0105
Max |F|, eV/Å: 2.63
Total charge: -1


Formula: CH4BCl
Source: the Open Molecules 2025 dataset
Level of theory: ωB97M-V/def2-TZVPD

```
7
Properties=species:S:1:pos:R:3:forces:R:3:mulliken_charge:R:1
B 0.333 -0.956 -0.047 -0.93 5.66 0.96 0.207
C 0.038 0.914 0.041 0.58 -4.03 -0.95 -0.490
Cl -1.584 0.058 0.032 -0.63 -0.07 0.35 -0.131
H 0.819 -1.409 -0.916 0.62 -1.01 -2.62 -0.071
H 0.153 -1.438 0.928 0.04 -1.08 2.23 -0.047
H -0.105 1.332 -0.950 1.09 0.68 0.38 0.231
H 0.347 1.499 0.913 -0.78 -0.15 -0.34 0.302
```
Forces are in eV/Å.

Properties
Relative energy (zero: lowest compared OMol25 entry of this formula, charge and spin), kJ/mol: 269.7
Orbital gap, eV: 10.69
Calculated total energy, hartree: -525.4494
Max |F|, eV/Å: 5.82


Formula: C15H19CoN7O7
Source: the Open Molecules 2025 dataset
Level of theory: ωB97M-V/def2-TZVPD

```
49
Properties=species:S:1:pos:R:3:forces:R:3:mulliken_spin:R:1
Co 0.869 -0.197 0.398 0.21 0.22 -0.95 0.897
N 2.433 2.919 0.087 0.11 -0.04 -0.09 0.000
C 1.129 3.238 0.641 -0.23 0.05 0.05 0.002
C 0.624 2.433 1.845 -0.11 -0.09 0.11 -0.004
O 0.062 3.108 2.744 0.07 0.02 -0.01 -0.002
N 0.802 1.114 1.863 0.02 0.34 0.45 0.019
C 0.399 0.483 3.122 -0.06 -0.11 0.02 0.000
C -0.223 -0.908 2.934 0.23 -0.04 -0.05 0.005
O -0.990 -1.364 3.798 0.02 0.07 0.07 0.000
O 0.125 -1.514 1.869 -0.31 -0.01 0.15 0.043
H 3.058 2.648 0.839 -0.03 -0.02 0.01 0.000
H 2.347 2.097 -0.501 0.03 -0.07 -0.04 -0.001
H 0.376 3.173 -0.155 0.07 -0.04 -0.01 -0.001
H 1.110 4.274 0.994 0.03 -0.03 -0.05 0.000
H -0.297 1.111 3.676 -0.01 -0.02 -0.04 0.000
H 1.275 0.342 3.772 -0.01 -0.03 -0.04 0.000
O 4.723 -0.992 -0.398 -0.10 0.16 0.06 -0.001
C 3.537 -0.671 -0.398 0.12 -0.53 -0.06 0.000
O 2.738 -0.764 0.600 -0.20 0.18 0.08 -0.005
C 2.888 -0.188 -1.748 0.04 0.53 0.00 0.003
O 3.437 -0.403 -2.823 -0.07 -0.16 0.05 0.001
O 1.780 0.448 -1.583 -0.11 -0.05 0.06 0.026
N -1.974 -4.328 0.647 0.03 -0.09 -0.07 0.001
C -0.922 -3.879 -0.153 0.00 0.39 0.12 0.002
C -0.743 -2.489 -0.299 0.14 -0.22 -0.10 0.004
N 0.349 -1.996 -0.841 -0.02 -0.20 0.11 0.009
C 1.221 -2.870 -1.382 -0.17 0.09 0.07 0.002
C 0.960 -4.218 -1.350 0.05 0.03 -0.04 -0.001
N -0.094 -4.739 -0.703 0.01 -0.20 -0.05 0.002
H -2.060 -3.743 1.471 -0.05 0.05 0.03 0.000
H -1.830 -5.292 0.914 0.01 0.00 -0.02 0.000
H -1.462 -1.797 0.112 0.01 0.01 0.00 0.000
H 2.121 -2.470 -1.826 0.01 -0.02 -0.02 0.000
H 1.644 -4.916 -1.817 -0.02 -0.02 0.01 0.000
C -1.900 2.151 -3.504 -0.04 0.01 -0.08 0.000
C -1.809 1.641 -2.106 -0.03 0.10 -0.09 0.000
C -2.658 1.797 -1.027 0.04 -0.07 -0.03 0.000
C -2.023 1.143 0.047 0.15 -0.04 0.06 -0.008
N -0.874 0.623 -0.369 0.00 -0.03 0.15 0.014
N -0.765 0.927 -1.676 0.31 -0.22 0.07 -0.006
C -2.457 1.060 1.469 -0.12 -0.01 0.06 0.001
H -2.908 2.514 -3.701 0.01 0.00 0.00 0.000
H -1.671 1.369 -4.229 0.01 -0.01 0.01 0.000
H -1.203 2.974 -3.674 0.02 0.00 0.03 0.000
H -3.601 2.317 -1.010 -0.02 0.01 0.00 0.000
H 0.164 0.701 -2.089 -0.12 0.12 0.03 -0.003
H -3.541 1.179 1.540 0.01 0.04 -0.02 0.000
H -1.976 1.847 2.054 0.02 0.00 0.02 0.000
H -2.193 0.107 1.923 0.02 -0.03 -0.02 0.001
```
Forces are in eV/Å.

Properties
Relative energy (zero: lowest compared OMol25 entry of this formula, charge and spin), kJ/mol: 69.3
Orbital gap (spin up / spin down), eV: 6.53 / 6.58
Multiplicity: 2
Calculated total energy, hartree: -2875.9296
Max |F|, eV/Å: 1.00
Total charge: -2


Formula: CH3IO3P
Source: the Open Molecules 2025 dataset
Level of theory: ωB97M-V/def2-TZVPD

```
9
Properties=species:S:1:pos:R:3:forces:R:3:mulliken_charge:R:1
C -0.384 0.353 -0.215 0.75 1.30 -3.06 -0.529
O 1.152 -2.820 1.366 -0.76 1.08 -2.65 -0.528
O 2.180 -0.943 -0.173 0.01 -0.68 -1.26 -0.496
O -0.235 -0.865 0.497 -1.13 -0.91 -0.57 -0.179
P 1.054 -1.729 0.331 1.30 0.23 4.55 0.879
I -2.604 3.672 -0.283 0.08 -0.12 -0.03 -0.920
H -1.134 1.059 0.002 -1.60 0.05 1.77 0.131
H -0.534 0.354 -1.323 -0.05 -1.47 0.56 0.310
H 0.504 0.919 -0.203 1.41 0.51 0.69 0.332
```
Forces are in eV/Å.

Properties
Relative energy (zero: lowest compared OMol25 entry of this formula, charge and spin), kJ/mol: 159.4
Orbital gap, eV: 4.55
Calculated total energy, hartree: -904.7901
Max |F|, eV/Å: 4.74
Total charge: -1